[1]
{
  "formula": "C11H17N3",
  "method": "ωB97M-V/def2-TZVPD",
  "elements": ["H", "N", "C", "C", "C", "C", "C", "C", "C", "C", "C", "N", "C", "N", "C", "H", "H", "H", "H", "H", "H", "H", "H", "H", "H", "H", "H", "H", "H", "H", "H"],
  "coordinates": [[1.22961, 3.12838, 0.27229], [0.48136, 2.75345, -0.31427], [-0.41684, 2.07885, 0.13338], [-1.54255, 1.67337, -0.74740], [-1.68399, 0.09164, -0.70911], [-1.84509, -0.35247, 0.73297], [-0.61621, 0.06665, 1.52100], [-0.60797, 1.66194, 1.55260], [0.60651, -0.49818, 0.97426], [0.50586, -1.24988, -0.44172], [1.82451, -1.48478, -1.10588], [2.17270, -2.91524, -0.78713], [2.70266, -0.68033, -1.64120], [3.30187, -0.01290, -2.47183], [-0.45339, -0.50451, -1.36654], [-1.30023, 2.02305, -1.67525], [-2.34106, 2.26470, -0.31908], [-2.52997, -0.28839, -1.24624], [-2.71015, 0.05793, 1.16731], [-1.95114, -1.38118, 0.84098], [-0.66429, -0.20440, 2.57628], [-1.57765, 2.03510, 1.91050], [0.20260, 1.92460, 2.23215], [1.39451, 0.23583, 0.78614], [0.99257, -1.17275, 1.72763], [0.25687, -2.26979, -0.10407], [3.10461, -3.09391, -1.19140], [1.96889, -3.04925, 0.16978], [4.24815, 0.43044, -2.14163], [-0.83066, -1.21961, -2.11639], [0.16884, 0.12448, -1.95511]],
  "largest_force_ev_per_a": 5.5,
  "energy_ev": -16150.0516,
  "molar_mass_g_mol": 191.3,
  "smiles": "[H]/N=C1/C[C@@H]2C[C@H](C1)C[C@H](C(N)=C=N)C2",
  "orbital_gap_ev": 8.522,
  "total_charge": 0,
  "homo_ha": -0.2852
}

***

[2]
{
  "formula": "C11H17N3O4Pb",
  "method": "ωB97M-V/def2-TZVPD",
  "elements": ["Pb", "C", "O", "C", "O", "C", "O", "C", "O", "C", "H", "H", "C", "H", "H", "C", "N", "C", "C", "N", "N", "C", "C", "H", "H", "H", "H", "H", "H", "H", "H", "H", "H", "H", "H", "H"],
  "coordinates": [[0.00000, 0.00000, 0.00000], [-0.09996, -1.86393, -0.10258], [-0.16215, -3.01547, -0.16616], [-0.85059, 0.03221, -1.70142], [-1.36672, 0.01761, -2.73213], [1.70415, -0.02177, -0.85081], [2.73463, -0.05786, -1.36708], [-1.70153, 0.06658, 0.85362], [-2.73273, 0.08390, 1.36924], [0.42560, 2.15903, 0.73835], [-0.14315, 2.29916, 1.65089], [1.50193, 2.25681, 0.82733], [-0.18944, 2.25970, -0.49545], [0.39639, 2.43773, -1.39039], [-1.24869, 2.48000, -0.56704], [-0.36638, -1.09682, 4.90551], [0.70835, -1.73155, 4.14682], [1.57598, -2.66590, 4.85635], [0.90801, -1.45090, 2.72916], [0.18765, -0.52289, 2.13737], [1.88918, -2.21331, 2.00388], [1.84912, -3.66506, 1.95227], [3.04495, -1.55707, 1.43276], [-0.41295, -1.45159, 5.95560], [-1.34547, -1.34013, 4.43835], [-0.21846, 0.00176, 4.93847], [1.45220, -3.69672, 4.47970], [2.63433, -2.34616, 4.76165], [1.33753, -2.72429, 5.93851], [-0.44027, 0.00807, 2.75347], [1.89604, -4.00536, 0.89688], [2.72397, -4.09279, 2.48672], [0.90468, -4.05853, 2.38252], [3.13836, -1.82901, 0.36395], [2.98674, -0.45541, 1.55749], [3.96183, -1.91160, 1.94981]],
  "largest_force_ev_per_a": 14.2,
  "energy_ev": -29555.6277,
  "molar_mass_g_mol": 462.5,
  "orbital_gap_ev": [5.543, 5.360],
  "total_charge": 2,
  "homo_ha": [-0.5262, -0.5172]
}

***

[3]
{
  "formula": "C11H17N4",
  "method": "ωB97M-V/def2-TZVPD",
  "elements": ["C", "C", "N", "C", "C", "C", "N", "C", "C", "C", "N", "C", "N", "C", "C", "H", "H", "H", "H", "H", "H", "H", "H", "H", "H", "H", "H", "H", "H", "H", "H", "H"],
  "coordinates": [[-2.59486, 1.67566, 0.14527], [-1.59421, 0.78742, 0.20422], [-0.24443, 1.06770, 0.13564], [0.14117, 2.37629, -0.39906], [0.42945, -0.10983, 0.15544], [1.79897, -0.31651, 0.04032], [2.55681, 0.71359, 0.20490], [3.96973, 0.77286, 0.06521], [2.15087, -1.66620, -0.09273], [1.27072, -2.72220, -0.11974], [-0.06961, -2.44365, -0.00669], [-0.38710, -1.21398, 0.10313], [-1.73768, -0.67028, 0.15151], [-2.51398, -1.08355, 1.31008], [-2.38293, -0.94844, -1.20081], [-2.36239, 2.65640, 0.46126], [-3.56503, 1.32351, 0.50024], [0.08054, 3.05782, 0.39289], [1.09075, 2.25999, -0.79326], [-0.51241, 2.58292, -1.26383], [2.08735, 1.59024, 0.35409], [4.43896, 0.04348, -0.53068], [4.28457, 1.74831, -0.27176], [4.58857, 0.68081, 0.98392], [3.15202, -1.92002, -0.05543], [1.51232, -3.71734, -0.58249], [-2.04221, -0.51679, 2.21127], [-3.51392, -0.82759, 1.27020], [-2.48345, -2.21868, 1.23413], [-1.63090, -0.46703, -1.93796], [-2.51541, -2.07246, -1.52661], [-3.40230, -0.42249, -1.14267]],
  "largest_force_ev_per_a": 3.6,
  "energy_ev": -17633.9196,
  "molar_mass_g_mol": 205.3,
  "smiles": "C=C1N(C)c2c(NC)ccnc2[N+]1(C)C",
  "orbital_gap_ev": 8.763,
  "total_charge": 1,
  "homo_ha": -0.4118
}

***

[4]
{
  "formula": "C11H17N4O4PbS2",
  "method": "ωB97M-V/def2-TZVPD",
  "elements": ["Pb", "N", "C", "C", "O", "N", "C", "C", "O", "O", "H", "H", "H", "H", "H", "H", "C", "S", "C", "O", "H", "H", "H", "H", "H", "H", "C", "C", "C", "C", "N", "C", "S", "N", "H", "H", "H", "H", "H"],
  "coordinates": [[0.47652, 0.55521, -0.98162], [-2.13411, 1.21765, -1.05972], [-2.26609, 2.64984, -0.80538], [-1.02245, 3.43724, -1.17005], [-1.11511, 4.67324, -1.21512], [0.09255, 2.74584, -1.33415], [1.26901, 3.55316, -1.63680], [2.50550, 2.67833, -1.99801], [3.54892, 3.22586, -2.28590], [2.36108, 1.39363, -1.87548], [-2.74683, 0.62610, -0.50076], [-2.27294, 0.93704, -2.02085], [-3.08600, 3.11142, -1.33892], [-2.45720, 2.75883, 0.25471], [1.03828, 4.24387, -2.44101], [1.54191, 4.16728, -0.77620], [0.09612, 1.84354, 4.15713], [-0.52788, 1.09089, 2.61116], [0.00876, -0.64695, 2.93957], [-2.03399, 1.08776, 2.71670], [-0.44788, 1.35461, 4.98725], [-0.14330, 2.90292, 4.14604], [1.17960, 1.70941, 4.25832], [-0.47568, -0.90393, 3.87942], [1.10621, -0.71691, 3.00069], [-0.39673, -1.25516, 2.12842], [2.28303, -4.56542, -1.02606], [0.94203, -3.90572, -1.08873], [-0.11086, -4.34778, -0.30933], [-1.29047, -3.63770, -0.42142], [-1.47084, -2.62143, -1.27046], [-0.40228, -2.27564, -2.00621], [-0.52794, -0.92850, -3.11871], [0.80147, -2.87047, -1.93086], [2.18281, -5.66159, -0.99789], [2.81961, -4.24772, -0.13110], [2.84269, -4.25003, -1.90034], [-0.00248, -5.18406, 0.37977], [-2.16503, -3.94467, 0.18192]],
  "largest_force_ev_per_a": 1.1,
  "energy_ev": -52754.7747,
  "molar_mass_g_mol": 540.6,
  "orbital_gap_ev": 7.199,
  "total_charge": -1,
  "homo_ha": -0.1846
}

***

[5]
{
  "formula": "C11H17NO3",
  "method": "ωB97M-V/def2-TZVPD",
  "elements": ["C", "N", "C", "C", "C", "C", "C", "C", "C", "C", "C", "O", "O", "C", "O", "H", "H", "H", "H", "H", "H", "H", "H", "H", "H", "H", "H", "H", "H", "H", "H", "H"],
  "coordinates": [[2.08678, -2.07844, 0.92768], [2.46296, -1.18408, -0.22999], [2.73116, 0.23608, 0.26971], [1.78323, 1.28589, -0.47709], [0.44866, 1.62023, -0.11803], [-0.22776, 0.95939, 1.18596], [-1.77289, 0.57352, 1.00645], [-2.03909, -0.85251, 0.32555], [-3.58211, -0.81175, -0.20664], [-1.14035, -1.16079, -0.97331], [-0.21673, 2.62601, -1.19049], [-1.38368, 3.07461, -1.18810], [0.81251, 2.80874, -2.19624], [2.02851, 2.22373, -1.73891], [3.20113, 2.31160, -2.16431], [2.59488, -1.78638, 1.91074], [0.94630, -1.99756, 1.10814], [2.36469, -3.18008, 0.72009], [3.38048, -1.52609, -0.55877], [2.53193, 0.31468, 1.39908], [3.82076, 0.49184, 0.02287], [-0.14664, 1.74044, 2.03760], [0.33133, 0.02790, 1.55307], [-2.21876, 0.51522, 2.07580], [-2.32437, 1.44007, 0.49655], [-1.88501, -1.73791, 1.05305], [-3.87924, -1.80093, -0.72745], [-3.60374, 0.05026, -0.97840], [-4.28205, -0.53000, 0.64974], [-1.69926, -1.87315, -1.68159], [-0.11254, -1.60352, -0.73967], [-1.01104, -0.17704, -1.57310]],
  "largest_force_ev_per_a": 5.7,
  "energy_ev": -19312.0611,
  "molar_mass_g_mol": 211.3,
  "smiles": "CNCC1=C(CCC(C)C)C(=O)OC1=O",
  "orbital_gap_ev": 9.111,
  "total_charge": 0,
  "homo_ha": -0.3637
}

***

[6]
{
  "formula": "C11H18",
  "method": "ωB97M-V/def2-TZVPD",
  "elements": ["C", "C", "C", "C", "C", "C", "C", "H", "H", "H", "H", "H", "H", "H", "H", "C", "C", "C", "C", "H", "H", "H", "H", "H", "H", "H", "H", "H", "H"],
  "coordinates": [[-2.22109, 2.93988, 0.56109], [-0.42695, 2.86627, -1.05642], [-0.85483, 2.65468, 0.28077], [0.75853, 2.19705, -1.42518], [1.55179, 1.60865, -0.38299], [0.03336, 2.23435, 1.30769], [1.18423, 1.65078, 0.91051], [-1.15340, 3.43437, -1.75272], [0.80297, 2.18709, -2.50113], [-2.39321, 2.74915, 1.62476], [-2.79484, 2.01048, 0.20010], [2.55621, 1.34865, -0.59433], [-0.31063, 2.30378, 2.30662], [1.61017, 0.82742, 1.71372], [-2.31184, 4.03163, 0.10224], [0.33285, -1.98322, -0.03612], [-1.18793, -2.28370, -0.37121], [0.72086, -2.94980, 1.20334], [1.41539, -2.55020, -1.07927], [0.47298, -0.76974, -0.06499], [-1.90618, -2.36632, 0.46449], [0.86069, -3.90106, 0.77294], [1.68601, -2.53082, 1.70672], [-0.00117, -2.91897, 1.95096], [0.86407, -3.33950, -1.69085], [1.64371, -1.79376, -1.89397], [2.18187, -2.93537, -0.51411], [-1.36331, -3.20657, -1.02274], [-1.75035, -1.51524, -0.71989]],
  "spin_multiplicity": 2,
  "largest_force_ev_per_a": 5.9,
  "energy_ev": -11693.8278,
  "molar_mass_g_mol": 150.3,
  "orbital_gap_ev": [2.586, 6.795],
  "total_charge": -1,
  "homo_ha": [0.0349, -0.1234]
}

***

[7]
{
  "formula": "C11H18",
  "method": "ωB97M-V/def2-TZVPD",
  "elements": ["C", "C", "C", "C", "C", "C", "C", "H", "H", "H", "H", "H", "H", "H", "H", "C", "C", "C", "C", "H", "H", "H", "H", "H", "H", "H", "H", "H", "H"],
  "coordinates": [[-2.46901, 0.97071, 0.33868], [0.44168, 3.09112, -0.76971], [0.78416, 2.72014, -2.11171], [-0.52735, 2.48129, 0.02893], [-1.32311, 1.56772, -0.54669], [0.02458, 1.72480, -2.64282], [-1.01283, 1.08053, -1.80196], [1.22119, 3.63661, -0.30887], [1.61158, 3.18610, -2.52882], [-0.60540, 3.05493, 0.96231], [0.46511, 1.31921, -3.52367], [-3.40890, 0.44077, -0.17491], [-2.78037, 1.67090, 1.04095], [-1.57936, 0.18994, -2.22325], [-1.94221, 0.14237, 0.79578], [1.03104, -1.95839, 1.38075], [1.93366, -2.65521, 0.36417], [0.63395, -0.61947, 0.56093], [-0.28151, -2.55783, 1.79866], [1.47569, -1.87091, 2.39267], [1.42593, -3.52538, -0.10423], [-0.15795, -0.83828, -0.04480], [0.40775, 0.19847, 1.35566], [1.43884, -0.19159, -0.04500], [-0.55493, -3.35175, 1.01048], [-0.32029, -3.03832, 2.77241], [-1.07530, -1.81353, 1.53133], [2.83390, -3.09267, 0.81695], [2.30945, -1.96230, -0.32421]],
  "spin_multiplicity": 2,
  "largest_force_ev_per_a": 5.9,
  "energy_ev": -11695.3233,
  "molar_mass_g_mol": 150.3,
  "orbital_gap_ev": [2.646, 6.686],
  "total_charge": -1,
  "homo_ha": [0.0313, -0.1177]
}

***

[8]
{
  "formula": "C11H18",
  "method": "ωB97M-V/def2-TZVPD",
  "elements": ["C", "C", "C", "C", "C", "C", "C", "H", "H", "H", "H", "H", "H", "H", "H", "C", "C", "C", "C", "H", "H", "H", "H", "H", "H", "H", "H", "H", "H"],
  "coordinates": [[1.99038, -1.61293, -0.90292], [1.70734, -1.15594, 0.49782], [1.60298, -2.01604, 1.59010], [1.28524, -1.51597, 2.84888], [1.37381, -0.15554, 3.12288], [1.41344, 0.67890, 2.01545], [1.54762, 0.23595, 0.70672], [1.22975, -1.19225, -1.57338], [1.76748, -2.66548, -1.07726], [2.99360, -1.34229, -1.21287], [1.62883, -3.08583, 1.42563], [1.25825, -2.19239, 3.69776], [1.48398, 0.19167, 4.13825], [1.48012, 1.76076, 2.12390], [1.58526, 0.89038, -0.15102], [-0.95830, 1.92685, -2.09420], [-1.36443, 0.70350, -1.24171], [-1.71277, 1.17842, 0.17434], [-2.59566, 0.00193, -1.80940], [-1.71630, 2.71083, -2.06223], [-0.85884, 1.71089, -3.15885], [0.00054, 2.21504, -1.65939], [-0.57095, -0.03707, -1.32350], [-2.60498, 1.80078, 0.20591], [-2.08240, 0.25500, 0.63796], [-1.00774, 1.50614, 0.93500], [-3.46143, 0.57857, -2.14894], [-2.34282, -0.68923, -2.61526], [-3.07201, -0.68466, -1.08966]],
  "largest_force_ev_per_a": 2.3,
  "energy_ev": -11698.3379,
  "molar_mass_g_mol": 150.3,
  "smiles": "Cc1ccccc1.CC(C)C",
  "orbital_gap_ev": 9.972,
  "total_charge": 0,
  "homo_ha": -0.3318
}